Record 1
This record from OMol25 describes a structure of composition C39H36ClN3Si2Y in a non-equilibrium geometry. The level of theory is wB97M-V/def2-TZVPD.

Results
total charge: +1
energy: -2749.27493 Eh
orbital gap (alpha / beta): 6.43 / 6.42 eV
HOMO (alpha / beta): -0.348 / -0.358 Ha

The geometry in XYZ format:
```
82
Properties=species:S:1:pos:R:3:forces:R:3
H -2.6160 -2.8565 0.2841 -0.2726 0.2081 0.1351
H 2.8873 -3.5885 0.2739 -0.2778 0.3206 -0.4020
H 0.8584 0.1158 6.1202 -0.1932 -0.0837 -0.5720
C -0.6353 3.8451 -0.2009 0.0144 0.0493 -0.3363
H 0.6807 2.2631 0.4927 -0.1615 0.3126 -0.1304
C -1.5761 -1.8214 -3.9022 0.4908 0.2112 -0.2204
Cl 1.7745 0.5369 1.8772 0.1953 0.1778 0.3212
C -0.8782 4.7749 -1.2179 0.2668 0.1389 0.0380
H -1.6654 5.5237 -1.0928 0.1919 -0.3363 -0.1245
H -2.4057 -1.0935 4.2634 0.1702 0.0889 -0.4050
C -0.7439 -2.0372 -2.7868 -0.5463 -0.8999 0.4162
C 1.1942 2.8943 -1.5037 -0.3756 0.3871 -0.1589
C 3.6486 -2.1745 -1.1707 0.1287 0.1571 -0.5929
C -2.3055 -2.3814 2.4394 -0.4621 0.6537 -0.0939
C -0.4078 -3.5403 -5.1310 0.0922 0.1757 0.1840
C -1.8948 1.5661 -2.6383 -0.0704 0.0553 -0.4774
H -0.1972 -4.0444 -6.0712 -0.0583 0.0125 0.2056
C -1.0311 2.2832 2.9161 0.6662 -0.0235 0.6998
C -2.7086 -2.1360 1.0956 -0.0171 0.2644 0.1838
C 1.4278 -2.0664 -0.2077 1.0351 -0.3381 0.2994
H 0.4257 4.4680 5.0862 -0.0048 -0.1828 -0.1731
H -1.8946 -2.2162 -5.9852 0.0644 -0.1709 0.1548
Si 2.6290 1.7031 -1.7384 -1.2255 -0.4941 -1.0764
C 0.1270 3.5319 4.6211 -0.1270 -0.8323 0.1063
C -2.5428 -1.1946 3.1880 -0.0928 -0.2655 -0.3346
N 0.4614 -1.6820 3.4620 0.3584 -0.7019 0.3593
H -3.3281 0.8176 2.5785 -0.0981 -0.3563 -0.0019
H 0.5658 -3.2235 2.0713 0.1070 -0.0574 0.3878
C -0.7633 0.7523 -2.6940 -0.2453 0.3835 0.4651
H 0.9104 -4.7837 -3.9624 -0.1894 0.2389 0.0259
C 2.3287 -0.1522 -1.6599 0.1940 -0.5061 0.5847
C 0.8756 -1.2831 4.6784 0.0961 0.4987 -0.7846
C 2.3021 -3.1986 4.9977 -0.5351 0.4760 -0.0304
C -3.0691 -0.2042 2.3140 -0.1089 -0.7558 -0.3115
H 1.0670 0.0574 0.0007 0.7311 -0.3635 -0.3463
H 2.9944 -3.7937 5.5888 -0.0758 0.1929 -0.1599
C 0.0441 1.1180 4.5776 0.1302 0.0465 -0.7024
H 4.6020 -2.7011 -1.2759 -0.4493 0.1739 -0.0160
H -2.3498 -1.0516 -3.8678 0.3827 -0.0308 -0.1332
C 0.9334 -2.8798 3.0399 0.4887 0.2813 0.6180
C 1.1956 -0.7316 -0.7965 -0.6954 0.6285 0.0128
H -0.2526 5.5277 -3.1491 0.0565 -0.2337 0.2858
C 1.8598 -3.6356 3.7414 -0.3454 -0.1083 -0.3722
C 0.0477 0.8140 -3.8336 -0.0510 0.0055 -0.3709
H -1.2972 3.8067 0.6661 0.2916 0.2079 -0.2038
H -3.6195 -0.2931 0.1437 0.0623 -0.2578 0.3460
H -1.6579 2.2371 2.0225 0.1643 0.0792 0.1590
H -3.1681 2.9395 -3.7197 0.1698 -0.0955 0.0962
C 0.4546 2.3127 5.1980 -0.3840 0.1363 -0.1938
C 0.9375 3.8399 -2.5178 -0.3607 -0.3054 0.4579
C 0.4245 2.9477 -0.3215 0.0385 -0.1587 -0.4021
H -1.7910 -0.7795 -0.7028 0.4224 0.4192 1.0742
C 0.2412 -3.9218 -3.9573 -0.1206 -0.0790 -0.0487
N -0.6742 1.0867 3.4434 0.1472 0.6347 0.1363
H -1.9559 -3.3283 2.8476 -0.0256 0.3089 -0.1804
H -1.7542 2.9715 -5.7617 0.0233 -0.2207 0.3637
Si -0.5635 -0.6833 -1.4946 0.5004 0.0779 -5.0323
H 1.4923 3.7971 -3.4524 -0.0023 0.0873 0.1770
C 3.4081 -1.0169 -1.9357 -0.1974 0.3856 0.2311
H -0.9314 4.4213 2.9501 0.0829 -0.1552 0.1098
H 1.0274 2.2220 6.1177 -0.0459 0.2751 -0.1756
C 0.0556 -3.1841 -2.7826 0.2285 -0.1141 -0.4747
C -3.2188 -0.7961 1.0259 0.4044 -0.2001 0.2641
H 2.0452 -1.5674 6.4460 0.1132 -0.3871 -0.3537
H 0.5671 -3.5015 -1.8734 0.0270 0.1796 -0.4469
C -1.4721 2.3671 -4.8949 0.0301 -0.0222 0.1903
Y -0.6172 -0.5874 1.4058 0.0203 0.3051 3.7249
H 0.3359 1.6210 -5.8085 -0.1598 0.0198 0.2288
C -0.6276 3.5027 3.4445 -0.4341 -0.0270 -0.3129
H 4.1408 -0.7447 -2.7160 -0.2951 0.0828 0.7230
C -2.2560 2.3456 -3.7440 -0.1545 0.1754 0.0592
N 0.4684 -0.0588 5.1936 -0.0785 -0.0204 0.4790
H 0.5593 -2.5968 0.2291 0.4975 -0.0681 -0.1716
C 2.6656 -2.6770 -0.2994 -0.9214 -0.0315 0.6837
H -2.5248 1.5603 -1.7478 0.0179 0.0522 -0.2297
C 1.7906 -2.0001 5.4738 -0.1727 -0.4311 -0.1548
C -1.3392 -2.5006 -5.0940 -0.3009 -0.2045 0.2970
H 3.5130 2.1079 -0.7225 1.4068 0.0815 0.9065
C -0.3024 1.6148 -4.9240 0.3420 -0.3050 0.1948
H 0.9413 0.1870 -3.8917 -0.3047 0.1560 -0.0995
H 2.1963 -4.5655 3.2928 0.0276 0.1124 0.2332
C -0.0690 4.7933 -2.3606 -0.2418 -0.0912 0.1877
```
Positions in Å, forces in eV/Å.

Taken from the Mulliken analysis, the atomic charges in e are: number 1, H, carries 0.4970; number 2, H, carries 0.4475; number 3, H, carries 0.2640; number 4, C, carries -0.7506; number 5, H, carries 0.6530; number 6, C, carries -0.4992; number 7, Cl, carries -0.3226; number 8, C, carries -0.8451; number 9, H, carries 0.4066; number 10, H, carries 0.5200; number 11, C, carries 0.6070; number 12, C, carries 0.3582; number 13, C, carries -0.8239; number 14, C, carries -0.3006; number 15, C, carries -0.6130; number 16, C, carries -0.4128; number 17, H, carries 0.3941; number 18, C, carries -0.1445; number 19, C, carries -0.6415; number 20, C, carries -0.6529; number 21, H, carries 0.4182; number 22, H, carries 0.4363; number 23, Si, carries -0.8259; number 24, C, carries -0.7988; number 25, C, carries -0.1300; number 26, N, carries 0.4791; number 27, H, carries 0.7611; number 28, H, carries 0.7377; number 29, C, carries 0.9810; number 30, H, carries 0.4135; number 31, C, carries 0.5356; number 32, C, carries 0.5769; number 33, C, carries -0.7106; number 34, C, carries -0.8022; number 35, H, carries -2.4565; number 36, H, carries 0.4203; number 37, C, carries 0.5676; number 38, H, carries 0.4389; number 39, H, carries 0.4608; number 40, C, carries -0.2149; number 41, C, carries 2.9224; number 42, H, carries 0.3957; number 43, C, carries -1.1137; number 44, C, carries -0.0529; number 45, H, carries 0.2140; number 46, H, carries 0.5725; number 47, H, carries 0.5445; number 48, H, carries 0.4142; number 49, C, carries -0.9332; number 50, C, carries -0.3105; number 51, C, carries 0.6596; number 52, H, carries -0.5470; number 53, C, carries -0.6511; number 54, N, carries 0.5137; number 55, H, carries 0.6287; number 56, H, carries 0.3871; number 57, Si, carries 0.7900; number 58, H, carries 0.3962; number 59, C, carries -0.8530; number 60, H, carries 0.4349; number 61, H, carries 0.3906; number 62, C, carries -0.4863; number 63, C, carries -0.6585; number 64, H, carries 0.3841; number 65, H, carries 0.3137; number 66, C, carries -0.6199; number 67, Y, carries 0.3272; number 68, H, carries 0.4621; number 69, C, carries -0.8464; number 70, H, carries 0.4728; number 71, C, carries -0.6897; number 72, N, carries -0.0209; number 73, H, carries 0.8544; number 74, C, carries -0.5192; number 75, H, carries 0.1528; number 76, C, carries -0.8322; number 77, C, carries -0.5964; number 78, H, carries -0.0433; number 79, C, carries -1.1384; number 80, H, carries 0.5053; number 81, H, carries 0.4634; number 82, C, carries -0.7161

Record 2
This record from OMol25 describes a structure of composition C28H30FZr in a non-equilibrium geometry. The level of theory is wB97M-V/def2-TZVPD.

Results
total charge: -1
energy: -1231.79835 Eh
orbital gap: 3.68 eV
HOMO: -0.036 Ha

The geometry in XYZ format:
```
60
Properties=species:S:1:pos:R:3:forces:R:3
C 4.4105 -1.1679 -2.9310 -0.2987 -0.1808 -0.0383
H -4.0691 -2.0567 1.1660 0.3524 0.1719 -0.0731
H 5.2255 0.8310 -3.0767 -0.3444 -0.3113 -0.3122
C -3.1922 -1.4180 1.2745 0.0432 0.2422 0.3602
H -4.6125 -1.0891 -1.7503 0.0869 0.2555 -0.0986
H -2.0757 3.6372 2.9757 0.0330 -0.1518 -0.0209
H 5.1912 -1.5478 -2.2662 -0.2056 0.2139 -0.2575
H 1.1061 -2.4971 -1.8918 -0.0501 -0.1559 -0.5746
C -1.3584 1.7666 2.1116 0.1366 -0.0686 -0.0100
H -3.3819 2.5409 2.5075 0.3302 -0.1184 -0.0590
H -0.3293 1.8547 -2.5175 -0.2207 -0.1534 0.1430
H 3.2583 -2.9900 -2.7959 0.2630 0.2927 -0.4364
C -0.5568 -1.4338 -5.8052 -0.5292 -0.2386 -0.6328
H -3.3649 -2.8173 -7.2375 0.2904 0.0492 0.0339
C 2.2820 -1.5640 -4.0725 -0.7246 0.1642 0.4370
H 0.6539 1.4931 -0.0268 -0.4243 -0.3417 -0.2902
H -0.1195 -0.4374 -5.7313 -0.1677 -0.4869 -0.1335
C -2.4308 -2.7737 -6.6809 0.0731 0.3249 0.0305
H -2.8213 2.9310 -2.2849 0.1653 -0.1730 0.0912
H 0.4325 2.8531 2.7474 -0.1194 -0.0761 -0.0618
H -4.0379 0.3596 2.4119 0.4610 -0.2916 -0.1375
H 1.3411 0.2649 -4.8185 0.4275 -0.3359 -0.0643
C 0.0621 1.8212 2.7059 -0.0929 0.1969 0.2577
C -0.0533 -2.5521 -5.1382 -0.2155 0.2290 0.4588
C 3.3475 -2.0029 -3.2696 0.2118 0.0552 -0.0332
C -4.5937 0.0120 -1.6108 -1.3600 -0.3857 -0.8864
C 3.3354 0.6241 -4.1252 -0.1837 -0.0620 0.0699
C 4.4197 0.1526 -3.3871 0.0043 0.0668 0.0983
C -2.3705 2.5807 2.9324 0.1694 0.0929 0.2000
H -0.5317 -4.5661 -4.5028 0.0273 0.2874 -0.4770
H -2.4338 2.2001 3.9604 0.0799 0.0186 -0.1448
H -0.4367 -3.0450 -2.6204 0.4782 0.1181 -0.1319
Zr -2.8507 0.4543 -0.3298 3.3267 -1.2616 -0.6321
H -5.6182 0.2723 -1.2829 0.3236 0.0434 0.0084
H -4.4592 0.4697 -2.6108 -0.0573 -0.2064 0.2163
H 0.0801 1.4195 3.7268 -0.1064 0.0087 -0.1183
H 3.3163 1.6755 -4.4381 -0.0890 -0.4612 0.1905
C -2.4796 2.7472 -0.0693 0.0660 0.4572 0.4036
C -0.8151 -3.7396 -5.1681 0.1841 -0.0503 -0.2006
C -3.1935 -0.1237 1.9127 -0.1343 0.3928 0.6631
H 0.0993 -0.7142 1.4781 -0.4799 -0.0291 -0.5256
H 0.0479 -1.3666 -2.7073 0.0428 -0.4578 0.1564
C -0.9930 -0.7177 1.4257 -0.8299 0.1908 0.2994
C -1.8342 -1.7698 0.9908 -0.1958 0.1736 0.0681
C 2.2348 -0.2108 -4.4116 0.6386 0.3327 -0.0428
H -2.5035 -4.7996 -5.9635 0.0523 0.1745 0.0239
C -2.1973 2.5632 -1.4763 0.2748 0.1498 0.5668
H 1.5429 -3.5283 -4.1512 0.1107 -0.3083 -0.2526
C -0.8893 1.9840 -1.5955 -0.4180 0.1333 0.4822
F -2.2383 -0.4725 -7.1920 0.4040 -0.6570 0.2624
H -3.3076 3.3109 0.3609 0.4256 -0.1035 -0.1571
H -1.4863 -2.7445 0.6471 -0.1646 0.3844 -0.1018
C 0.4484 -2.4008 -2.7740 -1.6147 1.0078 1.9486
C -1.9564 -3.8601 -5.9535 0.2814 -0.0129 0.3035
C -0.3594 1.7926 -0.2920 -1.0082 0.5187 -0.0784
C 1.0892 -2.5428 -4.1094 0.6835 -0.0460 -0.7143
C -1.3446 2.2081 0.6557 -0.0210 0.5796 -0.7886
C -1.7258 -1.5881 -6.5779 0.1968 0.4961 0.3624
C -1.8158 0.3236 1.9493 -0.3333 -0.8051 0.2841
H 0.7850 1.2427 2.1195 -0.2554 0.1080 0.0659
```
Positions in Å, forces in eV/Å.

Taken from the natural (NBO) analysis, the atomic charges in e are: number 1, C, carries -0.2171; number 2, H, carries 0.2236; number 3, H, carries 0.2102; number 4, C, carries -0.4533; number 5, H, carries 0.2140; number 6, H, carries 0.2002; number 7, H, carries 0.2092; number 8, H, carries 0.2142; number 9, C, carries -0.0903; number 10, H, carries 0.2256; number 11, H, carries 0.2122; number 12, H, carries 0.2069; number 13, C, carries -0.2450; number 14, H, carries 0.2278; number 15, C, carries 0.0993; number 16, H, carries 0.2149; number 17, H, carries 0.2201; number 18, C, carries -0.3027; number 19, H, carries 0.2238; number 20, H, carries 0.2009; number 21, H, carries 0.2279; number 22, H, carries 0.2120; number 23, C, carries -0.5874; number 24, C, carries 0.0217; number 25, C, carries -0.2289; number 26, C, carries -1.2708; number 27, C, carries -0.2019; number 28, C, carries -0.2292; number 29, C, carries -0.5943; number 30, H, carries 0.2114; number 31, H, carries 0.2000; number 32, H, carries 0.2191; number 33, Zr, carries 1.1617; number 34, H, carries 0.2197; number 35, H, carries 0.2149; number 36, H, carries 0.2006; number 37, H, carries 0.2121; number 38, C, carries -0.4576; number 39, C, carries -0.2248; number 40, C, carries -0.4553; number 41, H, carries 0.2145; number 42, H, carries 0.2394; number 43, C, carries -0.2957; number 44, C, carries -0.2871; number 45, C, carries -0.2456; number 46, H, carries 0.2120; number 47, C, carries -0.4539; number 48, H, carries 0.2049; number 49, C, carries -0.2859; number 50, F, carries -0.3392; number 51, H, carries 0.2280; number 52, H, carries 0.2143; number 53, C, carries -0.6050; number 54, C, carries -0.1898; number 55, C, carries -0.2954; number 56, C, carries -0.3010; number 57, C, carries -0.1317; number 58, C, carries 0.4017; number 59, C, carries -0.1351; number 60, H, carries 0.2049